Below is a 10-piece molecular cluster, C25H36N10O20 overall, with properties calculated with ωB97M-V/def2-TZVPD.

Last column: Löwdin charge in e.
Atoms and positions in Å:
C (-13.38731, -33.35434, -3.57632)  0.0570
N (-13.69308, -32.13703, -4.43042)  -0.4503
O (-13.04798, -32.06047, -5.45333)  0.0557
O (-14.56651, -31.35843, -4.07531)  0.0463
H (-12.53046, -33.84776, -4.03505)  0.0920
H (-14.30802, -33.93224, -3.49598)  0.1029
H (-13.01648, -32.91155, -2.65192)  0.0954
C (-10.25808, -28.53028, -3.13366)  0.0245
N (-10.78165, -27.53955, -2.21822)  -0.4636
O (-11.23389, -26.53865, -2.68940)  0.0818
O (-10.66416, -27.83360, -1.01414)  0.0452
H (-10.08472, -29.44124, -2.56076)  0.0999
H (-9.40906, -28.17817, -3.71956)  0.1096
H (-11.10250, -28.66445, -3.80972)  0.1028
C (-20.25550, -22.43787, -10.59285)  0.0459
N (-19.10532, -21.63749, -11.20719)  -0.4211
O (-19.10220, -21.52607, -12.43211)  0.0518
O (-18.22281, -21.28054, -10.43196)  0.0503
H (-19.87374, -23.19202, -9.90465)  0.0905
H (-20.86868, -22.92565, -11.35058)  0.0878
H (-20.90624, -21.71246, -10.10455)  0.0946
C (-18.36612, -32.85282, -7.10033)  0.0415
N (-17.83215, -34.23669, -6.85566)  -0.4507
O (-18.50467, -34.99417, -6.17234)  0.0594
O (-16.66133, -34.34427, -7.12149)  0.0612
H (-18.04834, -32.27359, -6.23337)  0.1012
H (-19.45519, -32.89065, -7.12451)  0.0918
H (-17.94644, -32.45252, -8.02321)  0.0960
C (-8.20578, -30.39773, -10.51230)  0.0379
N (-8.83989, -29.77380, -9.35161)  -0.4146
O (-10.01817, -29.32817, -9.39167)  0.0360
O (-8.10116, -29.53942, -8.36230)  0.0235
H (-7.17771, -30.03777, -10.47212)  0.1049
H (-8.78699, -30.10312, -11.38608)  0.1031
H (-8.33203, -31.45143, -10.26356)  0.1092
C (-21.02594, -19.17892, -3.73537)  0.0108
N (-20.55211, -19.04947, -5.15961)  -0.3372
O (-19.82663, -18.05093, -5.48762)  0.0425
O (-20.91425, -20.11339, -5.82145)  0.0072
H (-20.22388, -19.15370, -2.99770)  0.0947
H (-21.66234, -20.04174, -3.53871)  0.0914
H (-21.67008, -18.37188, -3.38628)  0.0906
C (-15.67434, -21.73999, -0.71581)  0.0530
N (-17.04981, -22.38454, -0.57133)  -0.4059
O (-17.94549, -21.95583, -1.34720)  0.0114
O (-17.25733, -23.30750, 0.21706)  0.0563
H (-15.63580, -21.04200, 0.12051)  0.0977
H (-15.55053, -21.20552, -1.65768)  0.0916
H (-14.96433, -22.56371, -0.64181)  0.0956
C (-24.65004, -29.78246, -8.40738)  -0.0796
C (-25.86109, -30.37833, -8.72567)  -0.0693
C (-26.37265, -30.15101, -9.98493)  -0.0243
C (-25.74421, -29.39303, -10.95926)  -0.1603
C (-24.47886, -28.83818, -10.69133)  0.0274
C (-23.95313, -29.01526, -9.34279)  -0.0397
N (-26.32439, -29.05154, -12.24994)  -0.3160
O (-27.16841, -29.84646, -12.73275)  0.0605
O (-25.83148, -28.07984, -12.84319)  0.0604
H (-24.13275, -29.94819, -7.47393)  0.1031
H (-26.42914, -31.04146, -8.09008)  0.1102
H (-27.39884, -30.43428, -10.16675)  0.1191
H (-23.93141, -28.28408, -11.43944)  0.1093
H (-22.94481, -28.63114, -9.29643)  0.0991
C (-22.43189, -30.65234, -1.85124)  -0.0620
C (-22.69262, -31.78856, -1.12888)  -0.0933
C (-21.65470, -32.71883, -0.91503)  -0.0096
C (-20.30637, -32.44997, -1.24639)  -0.0891
C (-20.06679, -31.17921, -1.87684)  -0.0267
C (-21.06552, -30.29023, -2.24855)  -0.0334
N (-19.12944, -33.25110, -0.68744)  -0.3039
O (-19.21983, -34.51076, -0.60277)  0.0377
O (-18.05694, -32.70495, -0.40610)  0.0568
H (-23.29397, -30.01982, -2.00340)  0.0980
H (-23.65477, -32.02800, -0.70069)  0.1062
H (-22.02874, -33.52613, -0.30285)  0.1114
H (-19.03160, -30.87287, -1.84646)  0.1071
H (-20.96627, -29.32814, -2.72914)  0.1010
C (-14.94154, -24.30223, -6.23507)  -0.0960
C (-14.76391, -25.61982, -6.47093)  -0.0465
C (-15.98187, -26.39131, -6.49375)  0.0239
C (-17.20098, -25.76439, -6.49566)  -0.1769
C (-17.31410, -24.43180, -6.32655)  -0.0244
C (-16.18025, -23.60981, -6.33313)  -0.0247
N (-18.44803, -26.54985, -6.55853)  -0.3064
O (-19.54011, -25.97005, -6.24320)  0.0223
O (-18.46677, -27.72695, -6.88328)  0.0682
H (-14.07707, -23.66416, -6.12579)  0.1028
H (-13.77837, -26.05553, -6.54338)  0.1109
H (-15.83704, -27.45927, -6.56364)  0.1179
H (-18.20772, -23.82762, -6.27376)  0.1223
H (-16.21855, -22.55219, -6.11776)  0.1072

Atoms 1-2, force components in eV/Å:
0.43 1.13 -0.01
-0.35 -0.57 -0.16

Its SMILES is O=[N+]([O-])c1ccccc1.O=[N+]([O-])c1ccccc1.O=[N+]([O-])c1ccccc1.C[N+](=O)[O-].C[N+](=O)[O-].C[N+](=O)[O-].C[N+](=O)[O-].C[N+](=O)[O-].C[N+](=O)[O-].C[N+](=O)[O-]. The net charge is 0. The HOMO-LUMO gap comes out at 9.3612 eV. The HOMO energy is -10.1 eV. The total energy comes out at -82327.327 eV.

---

Below is C25H36NOPtSi as an isolated structure, with properties calculated with ωB97M-V/def2-TZVPD.

Last column: Löwdin charge in e.
Atoms and positions in Å:
Pt (0.63669, -0.41905, 0.27452)  1.2699
C (3.25277, 2.57232, 2.04166)  -0.1453
Si (2.05562, 1.21988, 2.47076)  0.4629
C (1.20405, 1.41601, 4.10750)  -0.1518
C (2.95314, -0.39804, 2.47134)  -0.1876
N (0.73641, 1.21983, 1.14054)  -0.1922
C (-0.17978, 2.23811, 0.99072)  -0.2523
C (-0.08223, 3.40978, 1.79127)  -0.0298
C (-0.97312, 4.43915, 1.69224)  -0.0505
C (-2.05660, 4.33523, 0.80854)  -0.0297
C (-2.19397, 3.23208, 0.00188)  0.0065
C (-1.25454, 2.20293, 0.05395)  -0.2099
O (-1.35105, 1.09759, -0.69026)  -0.0408
C (-2.03819, 1.02320, -1.90509)  -0.2534
C (-2.64449, -0.19200, -2.16147)  0.0029
C (-3.27629, -0.37105, -3.38364)  -0.0585
C (-3.28945, 0.65146, -4.32226)  -0.0717
C (-2.65140, 1.85301, -4.04662)  -0.0584
C (-2.01122, 2.05093, -2.83040)  -0.0238
H (4.08596, 2.52092, 2.74733)  0.0511
H (2.84160, 3.57980, 2.09232)  0.0338
H (3.65995, 2.43197, 1.03736)  0.0391
H (1.94742, 1.32640, 4.90367)  0.0505
H (0.47053, 0.61829, 4.24783)  0.0492
H (0.69057, 2.36596, 4.24540)  0.0302
H (3.72775, -0.33769, 3.24367)  0.0523
H (3.45136, -0.61891, 1.52710)  0.0217
H (2.29982, -1.23556, 2.71799)  0.0314
H (0.74012, 3.49215, 2.48224)  0.0700
H (-0.85286, 5.32310, 2.30284)  0.1178
H (-2.79671, 5.12318, 0.76502)  0.1210
H (-3.04064, 3.13955, -0.66344)  0.1295
H (-2.61610, -0.97184, -1.41209)  0.1172
H (-3.75774, -1.31532, -3.60027)  0.1122
H (-3.79257, 0.51184, -5.26927)  0.1100
H (-2.64014, 2.64480, -4.78382)  0.1129
H (-1.48008, 2.97213, -2.63200)  0.1245
C (-0.14776, -5.61172, 0.85386)  -0.0413
C (-1.18764, -4.53556, 1.20458)  -0.6266
C (-2.45820, -4.74042, 0.36868)  -0.0465
C (-1.52239, -4.59887, 2.70274)  -0.0399
C (-0.60771, -3.21939, 0.91665)  -0.0929
C (-0.13113, -2.12348, 0.67208)  -0.2130
H (-0.56391, -6.59484, 1.07788)  0.0921
H (0.76458, -5.47986, 1.43566)  0.0899
H (0.10907, -5.57796, -0.20516)  0.0893
H (-2.87861, -5.72624, 0.57322)  0.0908
H (-2.23669, -4.67509, -0.69704)  0.0874
H (-3.20962, -3.98898, 0.61330)  0.0871
H (-1.92315, -5.58639, 2.93523)  0.0931
H (-2.27047, -3.85179, 2.96897)  0.0893
H (-0.63322, -4.43380, 3.31146)  0.0895
C (1.81690, 1.94193, -2.15774)  -0.0680
C (1.77042, 0.43373, -2.36936)  -0.4899
C (2.78947, 0.02595, -3.44366)  -0.0660
C (2.10108, -0.34921, -1.10979)  -0.2448
H (1.46189, 2.46220, -3.04781)  0.0874
H (2.84472, 2.26634, -1.97129)  0.0887
H (1.21089, 2.26727, -1.31170)  0.0501
H (0.77907, 0.14149, -2.72871)  0.1238
H (3.80390, 0.28501, -3.13231)  0.0885
H (2.57680, 0.55388, -4.37399)  0.0885
H (2.75643, -1.04497, -3.64774)  0.0833
H (2.99267, 0.03378, -0.60725)  0.0670
H (2.21800, -1.42514, -1.28785)  0.0822

Atoms 1-2, force components in eV/Å:
-0.32 -0.29 0.38
-0.04 0.14 -0.14

The net charge is +1. Its energy relative to the best compared isomer or geometry (same formula, charge and spin) is 0.0 kJ/mol. The HOMO-LUMO gap (alpha / beta) comes out at 6.1470 / 5.8775 eV. The HOMO energy (alpha / beta) is -11.4 / -11.4 eV. The total energy comes out at -41162.598 eV.

---

Below is C25H37AsCrF4N5P as an isolated structure, with properties calculated with ωB97M-V/def2-TZVPD.

Last column: Löwdin charge in e.
Atoms and positions in Å:
Cr (1.13698, -1.32241, 0.80094)  0.5882
C (4.10085, -1.34443, 0.47051)  -0.0619
N (3.00891, -0.59239, 1.13122)  -0.3867
C (3.07866, 0.81540, 0.68923)  -0.0591
C (3.21205, -0.69105, 2.61077)  -0.1576
C (1.93947, -0.35046, 3.37376)  -0.1920
N (0.86374, -1.00832, 2.65223)  -0.1475
C (-0.34849, -1.31496, 3.15463)  -0.2289
C (-1.23921, -1.96889, 2.28516)  -0.1357
F (-0.73256, -2.22323, 0.99737)  -0.0605
C (-2.51580, -2.36143, 2.60878)  -0.2337
F (-3.26322, -2.96026, 1.68115)  0.1152
C (-3.01439, -2.10102, 3.86886)  0.0807
C (-2.18343, -1.42246, 4.75088)  -0.2158
F (-2.64569, -1.10121, 5.95346)  0.1304
C (-0.90265, -1.02535, 4.41591)  -0.1514
F (-0.18839, -0.29155, 5.28659)  0.1003
H (5.07569, -0.96125, 0.78438)  0.1134
H (4.02218, -1.23876, -0.61061)  0.0709
H (4.04161, -2.39930, 0.73421)  0.1034
H (4.05513, 1.24865, 0.92340)  0.1136
H (2.30189, 1.40080, 1.18163)  0.0748
H (2.93332, 0.86238, -0.39081)  0.0889
H (4.04473, -0.05692, 2.93031)  0.1419
H (3.47436, -1.72687, 2.82691)  0.1336
H (1.78437, 0.73749, 3.40845)  0.1153
H (2.04101, -0.68971, 4.40499)  0.1326
H (-4.00054, -2.42400, 4.16846)  0.1463
C (-0.42951, -0.66172, -2.29508)  -0.2703
As (1.05435, -1.74804, -1.62265)  1.1246
C (0.34312, -3.48868, -2.11493)  -0.2588
C (2.43120, -1.50929, -3.03415)  -0.2976
C (1.86486, -1.45755, -4.42024)  -0.3322
C (1.51498, -0.24059, -5.00171)  -0.0722
C (1.03391, -0.19057, -6.30068)  -0.0666
C (0.87855, -1.36071, -7.03053)  -0.0643
C (1.22316, -2.57778, -6.46136)  -0.0577
C (1.71449, -2.62491, -5.16569)  -0.0575
H (-0.52686, -0.79449, -3.37122)  0.0364
H (-0.27003, 0.39558, -2.07838)  0.0118
H (-1.34626, -0.99827, -1.80821)  0.0285
H (0.02614, -3.45964, -3.15594)  0.0366
H (-0.51014, -3.72597, -1.48122)  0.0331
H (1.09857, -4.26329, -1.99320)  0.0448
H (3.10120, -2.36389, -2.92966)  0.0852
H (2.99184, -0.60050, -2.81191)  0.0694
H (1.65218, 0.67932, -4.44229)  0.1132
H (0.79916, 0.76475, -6.75118)  0.1108
H (0.51341, -1.32148, -8.04778)  0.1131
H (1.12909, -3.49137, -7.03302)  0.1144
H (2.01963, -3.57500, -4.74136)  0.1160
C (-2.77959, 3.61102, -0.18297)  -0.0994
N (-3.51942, 2.51379, 0.59492)  -0.0646
C (-3.65166, 2.98259, 2.05251)  -0.0957
N (-2.37782, 3.28924, 2.58913)  -0.1452
C (-1.72875, 4.33979, 1.81375)  -0.1361
N (-1.53811, 3.90986, 0.43164)  -0.1489
C (-0.55411, 2.84204, 0.31099)  -0.3059
P (-1.03882, 1.25942, 1.21096)  1.0831
C (-2.79264, 1.21229, 0.51435)  -0.2447
C (-1.53471, 2.12249, 2.80868)  -0.2784
H (-3.42570, 4.48901, -0.18710)  0.1521
H (-2.63547, 3.25212, -1.20192)  0.1480
H (-4.45634, 2.40440, 0.20260)  0.1880
H (-4.13927, 2.18807, 2.61687)  0.1506
H (-4.28400, 3.87074, 2.04185)  0.1521
H (-0.76658, 4.58506, 2.25923)  0.1439
H (-2.35432, 5.23342, 1.82912)  0.1460
H (0.39528, 3.19965, 0.71461)  0.0938
H (-0.39711, 2.61555, -0.74669)  0.0868
H (-3.35940, 0.45946, 1.06597)  0.1022
H (-2.75460, 0.90115, -0.53096)  0.0938
H (-0.63242, 2.42960, 3.34106)  0.1050
H (-2.06207, 1.41488, 3.45095)  0.0942

Atoms 1-2, force components in eV/Å:
-0.02 -0.24 -0.34
0.04 -0.01 -0.11

The net charge is +2. Its energy relative to the best compared isomer or geometry (same formula, charge and spin) is 39.6 kJ/mol. The HOMO-LUMO gap (alpha / beta) comes out at 7.9118 / 8.2770 eV. The HOMO energy (alpha / beta) is -12.8 / -13.2 eV. Its spin multiplicity is 5. The total energy comes out at -143380.014 eV.